[1]
Molecular formula: C40H66Ge2N4O5PS4SiTi
Method: DFT, ωB97M-V/def2-TZVPD

Properties
DFT total energy (Eh): -9385.977772
Orbital gap (spin up / spin down) (eV): 4.86 / 4.87
Highest occupied orbital energy (spin up / spin down) (eV): -3.563 / -3.565
Multiplicity: 1
Total charge: -1

```
124
Properties=species:S:1:pos:R:3:forces:R:3:lowdin_charge:R:1
Ti 0.153 0.520 0.277 -1.50 0.52 1.10 0.44
C -5.451 1.414 -0.775 0.00 0.02 0.02 -0.19
C -4.220 1.437 0.128 0.00 0.03 0.02 -0.42
Ge -2.571 0.661 -0.729 0.23 -0.12 -0.35 0.77
C -3.383 -1.081 -1.404 -0.15 0.05 0.06 -0.37
C -3.848 -1.036 -2.860 0.02 0.00 0.00 -0.19
C -2.570 1.809 -2.335 0.08 0.07 0.01 -0.27
C -1.672 2.792 -2.466 -0.11 -0.02 0.00 -0.36
Ge -0.301 2.913 -1.017 0.38 -0.15 0.02 0.89
C -0.773 4.299 0.325 -0.12 0.03 -0.02 -0.39
C -0.893 5.765 -0.085 -0.05 -0.01 0.05 -0.18
C 1.385 3.525 -1.917 0.06 0.07 0.09 -0.36
C 1.423 4.687 -2.911 0.00 0.00 0.01 -0.17
C -1.741 3.668 -3.664 -0.02 0.00 0.08 -0.25
C -1.769 5.060 -3.570 -0.03 0.02 0.01 -0.06
C -1.871 5.854 -4.701 0.00 -0.01 -0.01 -0.10
C -1.927 5.276 -5.964 0.00 0.01 0.02 -0.12
C -1.885 3.894 -6.076 0.00 -0.01 0.02 -0.10
C -1.797 3.101 -4.939 0.02 -0.02 -0.05 -0.04
H -6.323 1.865 -0.289 0.00 0.01 0.01 0.06
H -5.732 0.397 -1.059 -0.01 -0.02 0.00 0.04
H -5.274 1.969 -1.697 0.00 0.01 -0.02 0.05
H -4.423 0.932 1.075 -0.05 -0.02 0.01 0.01
H -3.963 2.465 0.394 0.00 0.01 0.02 0.04
H -4.253 -1.278 -0.763 -0.02 -0.01 0.00 0.03
H -2.707 -1.925 -1.273 0.01 -0.04 0.03 0.02
H -4.599 -0.261 -3.015 -0.03 0.01 -0.01 0.05
H -4.281 -1.988 -3.187 0.00 -0.02 0.00 0.06
H -3.019 -0.807 -3.532 0.00 -0.01 0.00 0.04
H -3.362 1.744 -3.085 0.00 -0.07 -0.05 0.06
H -0.005 4.179 1.092 0.02 0.02 -0.03 0.00
H -1.695 3.960 0.803 -0.02 0.01 -0.01 0.03
H -0.038 6.106 -0.671 0.02 0.01 -0.01 0.04
H -0.957 6.412 0.796 0.00 0.00 0.01 0.06
H -1.796 5.950 -0.671 0.01 0.01 0.00 0.04
H 1.775 2.638 -2.419 -0.02 -0.02 -0.05 0.02
H 2.067 3.734 -1.084 0.05 -0.03 0.00 0.06
H 0.807 4.491 -3.788 0.01 -0.01 -0.02 0.05
H 2.445 4.865 -3.267 0.01 0.01 0.01 0.06
H 1.068 5.621 -2.474 -0.02 0.01 0.01 0.05
H -1.700 5.523 -2.595 0.00 -0.02 -0.03 0.08
H -1.897 6.932 -4.597 0.00 0.01 0.00 0.10
H -1.995 5.896 -6.849 0.00 0.00 0.00 0.09
H -1.917 3.426 -7.053 0.00 0.00 -0.01 0.09
H -1.753 2.023 -5.031 0.00 0.01 0.00 0.10
S -1.718 1.282 1.927 0.30 -0.21 0.05 0.00
S -1.223 2.016 3.841 -0.18 0.09 -0.11 -0.06
S 0.774 1.546 3.951 0.22 0.03 -0.06 -0.10
S 1.484 2.174 2.149 0.04 -0.05 -0.10 0.07
C -3.344 -2.041 4.664 -0.01 0.00 0.01 -0.12
N -3.978 -2.476 3.333 -0.01 0.02 0.04 -0.08
C -3.720 -3.969 3.150 -0.01 0.00 0.01 -0.14
N -2.338 -4.276 3.224 0.02 0.01 0.04 -0.15
C -1.797 -3.816 4.504 0.01 -0.02 0.01 -0.17
N -1.974 -2.388 4.716 -0.05 -0.01 -0.01 -0.14
C -1.167 -1.567 3.788 -0.02 0.05 0.02 -0.31
P -1.577 -1.816 2.005 -0.01 -0.21 -0.32 1.02
C -3.423 -1.676 2.186 0.02 0.12 0.13 -0.28
C -1.582 -3.692 2.092 0.03 -0.01 0.05 -0.28
H -3.913 -2.559 5.440 0.00 0.01 0.00 0.14
H -3.476 -0.961 4.736 -0.01 0.00 -0.01 0.15
H -4.984 -2.322 3.391 0.01 0.01 0.00 0.17
H -4.136 -4.242 2.180 0.01 0.00 0.00 0.14
H -4.269 -4.470 3.952 -0.01 0.00 0.00 0.13
H -0.733 -4.044 4.538 0.00 0.00 -0.01 0.13
H -2.304 -4.359 5.308 0.00 0.00 0.00 0.13
H -0.113 -1.800 3.927 -0.06 -0.04 0.00 0.07
H -1.299 -0.513 4.040 0.04 -0.01 -0.02 0.00
H -3.927 -1.998 1.274 0.01 -0.02 -0.01 0.08
H -3.645 -0.623 2.372 0.00 -0.01 -0.04 0.05
H -0.547 -4.030 2.171 0.01 0.00 -0.01 0.09
H -1.977 -4.102 1.159 -0.01 0.02 -0.02 0.09
O 2.693 -1.991 0.506 0.02 -0.05 -0.03 0.00
C 2.102 -1.665 1.541 -0.07 -0.05 -0.04 -0.61
O 1.135 -0.839 1.640 0.14 -0.02 0.08 -0.24
C 2.566 -2.317 2.831 -0.03 -0.02 -0.03 -0.11
C 2.297 -1.743 4.064 0.05 -0.03 0.03 -0.05
C 2.752 -2.322 5.257 -0.03 0.02 -0.05 0.02
C 3.469 -3.485 5.141 -0.01 0.04 0.05 -0.22
O 4.010 -4.255 6.145 -0.02 -0.04 0.01 0.02
C 4.726 -5.299 5.490 0.01 0.01 -0.01 -0.15
O 4.467 -5.217 4.095 -0.02 -0.03 0.03 0.02
C 3.743 -4.056 3.913 0.01 -0.01 -0.05 -0.20
C 3.319 -3.498 2.738 -0.01 0.01 -0.01 0.07
H 1.735 -0.818 4.086 0.03 0.06 0.01 0.03
H 2.555 -1.869 6.219 0.00 0.00 0.01 0.12
H 4.379 -6.264 5.866 0.01 -0.01 0.01 0.13
H 5.798 -5.173 5.673 0.01 0.01 -0.01 0.13
H 3.544 -3.918 1.769 0.01 0.00 -0.01 0.13
C -0.722 -2.995 -3.369 -0.06 0.01 -0.03 -0.19
Si 0.322 -1.538 -2.762 0.05 0.05 -0.05 0.44
C 2.109 -2.126 -3.025 -0.02 -0.01 -0.04 -0.17
C 0.008 -0.104 -3.934 -0.02 0.02 0.01 -0.17
C -0.028 -1.230 -0.977 0.32 0.10 -0.09 -0.37
H -0.524 -3.212 -4.423 0.01 -0.01 -0.02 0.02
H -1.794 -2.822 -3.257 0.03 0.00 0.00 0.00
H -0.460 -3.885 -2.789 -0.01 -0.03 0.01 0.03
H 2.093 -3.078 -3.564 0.02 -0.04 0.04 0.02
H 2.617 -2.280 -2.070 0.01 0.01 0.03 0.02
H 2.706 -1.442 -3.631 -0.03 -0.01 -0.03 0.01
H 0.342 -0.352 -4.946 -0.01 0.00 -0.04 0.03
H 0.530 0.801 -3.610 0.00 0.00 0.00 0.02
H -1.055 0.144 -3.968 0.06 0.01 0.00 0.00
H 0.697 -1.893 -0.492 -0.01 0.02 0.03 -0.01
H -1.017 -1.612 -0.754 0.03 -0.11 0.03 -0.09
O 1.991 0.864 -0.593 0.37 -0.12 -0.47 -0.12
C 3.133 1.225 -0.841 -0.01 -0.06 0.12 -0.46
C 3.796 0.894 -2.155 -0.09 0.06 0.01 -0.09
C 5.198 0.317 -1.901 0.02 -0.03 0.03 -0.18
C 5.272 -0.636 -0.688 -0.02 0.03 -0.01 -0.18
C 5.508 0.042 0.675 0.02 -0.02 -0.02 -0.17
C 4.350 0.900 1.182 -0.08 -0.03 0.07 -0.20
N 3.930 1.823 0.107 0.02 0.03 -0.11 0.08
H 3.822 1.774 -2.803 0.06 0.04 0.05 0.12
H 3.153 0.159 -2.631 0.01 0.05 -0.04 0.08
H 5.927 1.126 -1.773 0.00 -0.01 -0.02 0.10
H 5.506 -0.215 -2.803 -0.02 -0.03 0.02 0.11
H 6.096 -1.334 -0.854 0.02 0.00 0.00 0.11
H 4.360 -1.238 -0.634 0.06 0.04 0.00 0.09
H 6.406 0.671 0.602 0.02 0.00 0.00 0.11
H 5.728 -0.724 1.423 -0.03 -0.02 0.01 0.11
H 4.618 1.477 2.066 0.02 0.02 -0.02 0.11
H 3.478 0.310 1.452 0.11 0.07 -0.03 0.07
H 4.752 2.218 -0.334 0.00 0.00 0.03 0.12
```
Forces are in eV/Å.

***

[2]
Molecular formula: C40H66Ge2N4O5PS4SiTi
Method: DFT, ωB97M-V/def2-TZVPD

Properties
DFT total energy (Eh): -9385.940134
Orbital gap (spin up / spin down) (eV): 4.35 / 4.65
Highest occupied orbital energy (spin up / spin down) (eV): -3.293 / -3.594
Multiplicity: 3
Total charge: -1
Expectation value of S²: 2.019

```
124
Properties=species:S:1:pos:R:3:forces:R:3:mulliken_spin:R:1
Ti -0.109 0.212 -0.087 0.51 -0.24 -1.09 1.42
C -1.664 5.068 1.632 -0.05 -0.05 -0.11 -0.01
C -2.035 4.039 0.555 0.01 0.15 0.08 0.05
Ge -1.711 2.108 0.986 -0.65 0.83 0.45 0.15
C -3.290 1.429 1.976 -0.11 -0.05 0.12 0.01
C -4.416 2.450 2.148 0.05 -0.04 -0.02 -0.01
C -0.515 2.450 2.579 0.17 -0.03 0.00 0.20
C 0.815 2.422 2.725 -0.03 0.02 0.13 -0.14
Ge 1.788 1.599 1.160 0.25 0.63 0.37 0.07
C 3.303 0.419 1.869 0.13 -0.02 -0.06 0.02
C 4.723 0.933 1.598 -0.08 -0.08 0.07 0.00
C 2.774 3.238 0.511 0.09 0.01 -0.01 0.00
C 3.095 4.334 1.534 0.06 -0.02 -0.12 0.00
C 1.427 3.062 3.937 -0.12 -0.05 -0.04 0.01
C 2.683 2.703 4.432 -0.01 -0.08 0.08 -0.01
C 3.244 3.326 5.540 -0.06 -0.02 0.02 0.00
C 2.564 4.343 6.195 -0.07 -0.02 -0.10 0.00
C 1.321 4.736 5.709 0.06 -0.08 -0.03 0.00
C 0.772 4.114 4.597 0.04 0.00 0.07 0.00
H -1.898 6.090 1.308 0.01 -0.06 0.01 0.00
H -0.597 5.033 1.868 -0.05 -0.01 -0.01 0.00
H -2.210 4.892 2.567 0.05 0.01 -0.07 0.00
H -1.481 4.255 -0.360 -0.09 0.03 0.08 -0.01
H -3.095 4.129 0.297 0.07 0.02 0.01 0.00
H -2.930 1.094 2.956 -0.05 0.02 -0.02 0.00
H -3.660 0.542 1.457 -0.01 -0.01 -0.01 0.01
H -4.090 3.314 2.737 -0.01 -0.04 -0.03 0.00
H -5.285 2.015 2.654 0.03 0.01 0.00 0.00
H -4.752 2.822 1.177 0.00 -0.04 0.04 0.00
H -1.122 2.847 3.408 0.03 -0.02 -0.13 -0.01
H 3.159 -0.547 1.372 0.03 0.01 0.03 -0.01
H 3.189 0.211 2.938 -0.06 0.01 0.01 0.00
H 4.910 1.032 0.522 -0.02 0.02 0.06 0.00
H 5.496 0.267 2.003 -0.01 0.02 -0.03 0.00
H 4.883 1.925 2.031 -0.01 -0.07 -0.03 0.00
H 2.150 3.661 -0.281 0.03 0.02 0.04 0.00
H 3.703 2.919 0.025 -0.05 0.06 -0.04 0.00
H 2.186 4.727 1.993 0.04 -0.02 -0.02 0.00
H 3.619 5.178 1.063 -0.05 -0.05 0.02 0.00
H 3.728 3.970 2.349 -0.06 0.04 -0.08 0.00
H 3.241 1.922 3.936 -0.01 -0.01 -0.03 0.00
H 4.221 3.011 5.891 -0.03 0.01 -0.02 0.00
H 3.001 4.836 7.055 0.00 0.00 0.00 0.00
H 0.780 5.544 6.190 0.01 -0.01 -0.02 0.00
H -0.177 4.465 4.211 0.04 -0.01 0.02 -0.01
S -3.243 1.900 -1.317 0.13 0.05 0.07 0.34
S -4.009 0.048 -1.539 -0.02 -0.14 -0.08 0.05
S -2.640 -1.071 -2.608 -0.08 0.07 0.06 0.01
S -1.315 -1.732 -1.176 -0.05 -0.25 -0.23 -0.01
C 2.991 -2.512 -4.333 -0.04 -0.01 0.16 0.00
N 3.810 -1.311 -3.858 -0.07 -0.02 0.15 0.00
C 5.013 -1.814 -3.063 -0.11 -0.05 0.09 0.00
N 4.601 -2.650 -1.991 0.02 0.03 0.01 0.00
C 3.822 -3.772 -2.513 -0.03 0.11 0.03 0.00
N 2.637 -3.341 -3.241 -0.07 0.00 0.02 0.00
C 1.637 -2.710 -2.351 0.12 -0.01 0.13 0.01
P 2.232 -1.173 -1.470 0.12 -0.34 -0.28 0.02
C 2.970 -0.402 -2.999 -0.10 0.20 0.03 0.01
C 3.872 -1.909 -0.935 -0.10 0.00 0.02 0.01
H 3.612 -3.047 -5.052 0.08 -0.01 -0.02 0.00
H 2.104 -2.109 -4.818 -0.02 0.01 -0.04 0.00
H 4.137 -0.794 -4.672 0.02 0.06 -0.02 0.00
H 5.536 -0.933 -2.696 0.02 0.05 0.01 0.00
H 5.644 -2.364 -3.761 -0.01 -0.04 -0.07 0.00
H 3.513 -4.403 -1.681 -0.01 0.01 0.00 0.00
H 4.459 -4.356 -3.182 0.03 -0.01 -0.02 0.00
H 1.345 -3.439 -1.593 -0.04 0.07 -0.03 0.00
H 0.731 -2.465 -2.902 -0.04 0.01 -0.04 0.00
H 3.604 0.423 -2.688 0.09 0.17 -0.04 0.00
H 2.171 0.007 -3.614 -0.04 0.00 -0.08 0.00
H 3.700 -2.586 -0.097 -0.03 0.04 -0.02 0.00
H 4.510 -1.102 -0.567 0.04 -0.02 0.02 0.00
O -2.145 -2.037 2.114 -0.12 -0.40 -0.19 0.01
C -1.356 -1.176 2.439 0.13 0.58 -0.08 0.05
O -0.711 -0.394 1.612 -0.36 -0.84 1.54 -0.25
C -1.103 -0.970 3.919 0.11 0.07 -0.14 0.00
C -2.101 -1.371 4.794 -0.11 -0.06 0.21 0.00
C -1.961 -1.246 6.183 -0.18 -0.09 -0.20 0.00
C -0.769 -0.745 6.633 -0.04 0.02 -0.02 0.00
O -0.370 -0.550 7.927 0.28 0.05 0.29 0.00
C 0.917 0.082 7.846 -0.21 -0.15 -0.32 0.00
O 1.341 0.012 6.488 0.24 0.12 0.23 0.00
C 0.240 -0.377 5.767 0.01 0.03 -0.17 0.00
C 0.097 -0.437 4.406 0.08 -0.02 -0.13 0.00
H -3.008 -1.781 4.368 0.03 0.02 0.03 0.00
H -2.748 -1.535 6.868 0.03 0.02 -0.05 0.00
H 1.622 -0.456 8.476 0.04 -0.05 0.03 0.00
H 0.838 1.126 8.154 -0.09 0.11 -0.02 0.00
H 0.862 -0.085 3.727 0.03 0.02 -0.01 0.00
C -0.086 4.143 -2.543 -0.14 0.14 0.12 0.00
Si 0.749 2.536 -2.998 0.11 0.13 -0.09 0.01
C 0.541 2.332 -4.871 -0.10 -0.05 -0.23 0.00
C 2.617 2.928 -2.861 0.11 -0.14 0.00 0.00
C 0.052 1.094 -2.119 0.35 0.05 -0.18 0.03
H 0.179 4.932 -3.256 0.00 -0.03 0.04 0.00
H 0.236 4.465 -1.547 -0.03 0.02 -0.09 0.00
H -1.176 4.038 -2.523 0.10 0.01 -0.04 0.00
H 0.928 3.201 -5.419 -0.03 -0.09 0.03 0.00
H -0.514 2.195 -5.139 0.11 0.02 0.03 0.00
H 1.080 1.444 -5.233 -0.04 0.08 0.01 0.00
H 2.749 4.011 -2.759 0.01 -0.10 -0.02 0.00
H 3.167 2.618 -3.760 -0.04 -0.01 0.07 0.00
H 3.078 2.474 -1.981 0.02 0.02 -0.06 0.00
H 0.188 0.218 -2.774 -0.02 -0.09 -0.04 0.00
H -1.021 1.292 -2.225 -0.11 -0.02 -0.03 -0.01
O 1.203 -2.143 0.715 0.29 0.19 -0.37 -0.03
C 0.976 -3.090 1.455 -0.31 -0.31 -0.06 0.01
C 0.074 -4.225 1.051 0.05 -0.14 0.02 0.01
C 0.787 -5.586 1.015 -0.04 0.07 0.10 0.00
C 0.873 -6.271 2.380 0.03 0.06 -0.02 0.00
C 1.705 -5.516 3.415 -0.03 0.01 -0.06 0.00
C 1.200 -4.105 3.708 0.10 0.07 -0.19 0.00
N 1.567 -3.152 2.660 -0.12 -0.10 0.64 0.00
H -0.349 -3.953 0.087 0.01 0.02 -0.06 0.00
H -0.768 -4.263 1.745 -0.07 0.05 0.01 0.00
H 1.796 -5.473 0.597 -0.03 -0.01 -0.02 0.00
H 0.235 -6.235 0.333 0.01 -0.04 -0.02 0.00
H 1.293 -7.272 2.254 -0.01 -0.04 0.01 0.00
H -0.144 -6.401 2.767 0.03 0.00 -0.02 0.00
H 2.740 -5.440 3.069 0.02 -0.01 0.05 0.00
H 1.717 -6.082 4.350 -0.02 -0.02 0.00 0.00
H 1.642 -3.742 4.633 0.03 0.07 0.01 0.00
H 0.116 -4.104 3.853 -0.04 0.02 0.04 0.00
H 1.989 -2.279 2.943 0.10 0.02 0.01 0.00
```
Forces are in eV/Å.